# 1
Molecular formula: CH4OPt
Method: DFT, ωB97M-V with the def2-TZVPD basis set

```
7
Properties=species:S:1:pos:R:3:nbo_charge:R:1
Pt -0.05 0.38 -1.74 0.604
O 0.01 1.95 -1.24 -0.648
C 0.01 -0.53 0.55 -0.982
H 0.12 -1.53 0.13 0.246
H -0.99 -0.50 1.00 0.240
H 0.87 -0.46 1.24 0.249
H 0.03 0.69 0.08 0.291
```

Properties
HOMO-LUMO gap (alpha / beta) (hartree): 0.27022 / 0.27887
HOMO (alpha / beta) (eV): -7.95 / -8.37
LUMO level (alpha / beta) (eV): -0.6 / -0.8
E_tot (eV): -6389.3644
Multiplicity: 3

=====

# 2
Molecular formula: CH4P2S
Method: DFT, ωB97M-V with the def2-TZVPD basis set

```
8
Properties=species:S:1:pos:R:3:nbo_charge:R:1
S 3.15 -0.50 0.24 -0.477
P -1.61 -0.77 0.27 0.451
P 1.34 0.47 0.16 0.557
C -0.79 0.68 0.40 -0.587
H -1.48 -2.11 -0.19 0.028
H -2.93 -0.53 -0.46 0.020
H 0.97 0.88 -1.16 -0.008
H 1.35 1.89 0.75 0.015
```

Properties
HOMO-LUMO gap (hartree): 0.27860
HOMO (eV): -8.80
LUMO level (eV): -1.2
SMILES: [PH2]#C[PH2]=S
E_tot (eV): -30508.9156
Energy above the lowest of the compared OMol25 structures with the same formula, charge and spin (kcal/mol): 131.5

=====

# 3
Molecular formula: CH4P2S
Method: DFT, ωB97M-V with the def2-TZVPD basis set

```
8
Properties=species:S:1:pos:R:3:nbo_charge:R:1
S 1.78 -0.14 0.79 -0.336
P 0.33 -0.80 -0.49 0.477
P 1.21 1.14 -0.80 0.169
C -1.10 -0.22 0.41 -0.993
H 1.91 0.54 -1.88 -0.034
H -1.02 0.75 0.89 0.241
H -1.11 -0.84 1.35 0.239
H -1.98 -0.43 -0.26 0.237
```

Properties
HOMO-LUMO gap (hartree): 0.35278
HOMO (eV): -8.95
LUMO level (eV): 0.6
SMILES: CP1#S#[PH]1
E_tot (eV): -30514.4685
Energy above the lowest of the compared OMol25 structures with the same formula, charge and spin (kcal/mol): 3.4

=====

# 4
Molecular formula: CH4S2
Method: DFT, ωB97M-V with the def2-TZVPD basis set

```
7
Properties=species:S:1:pos:R:3:nbo_charge:R:1
S 1.31 -0.67 0.01 0.034
S -2.58 -0.51 0.19 -0.301
C 2.69 0.17 0.32 -0.421
H 2.68 1.16 0.13 0.190
H -2.09 -1.53 -0.55 0.144
H -1.27 -0.67 0.60 0.152
H 3.52 -0.48 0.49 0.202
```

Properties
HOMO-LUMO gap (hartree): 0.30474
HOMO (eV): -9.13
LUMO level (eV): -0.8
SMILES: C=S.S
E_tot (eV): -22770.4976
Energy above the lowest of the compared OMol25 structures with the same formula, charge and spin (kcal/mol): 41.3

=====

# 5
Molecular formula: CH4S3
Method: DFT, ωB97M-V with the def2-TZVPD basis set

```
8
Properties=species:S:1:pos:R:3:nbo_charge:R:1
S 3.49 1.36 -1.70 -0.183
S 1.23 3.53 -2.46 -0.205
S 2.95 3.19 -1.62 0.389
C -0.62 0.25 0.40 -0.843
H -0.37 1.18 -0.03 0.212
H -1.65 0.01 0.37 0.211
H -0.34 0.14 1.45 0.209
H -0.19 -0.53 -0.13 0.210
```

Properties
HOMO-LUMO gap (hartree): 0.26332
HOMO (eV): -9.68
LUMO level (eV): -2.5
E_tot (eV): -33606.6738
Energy above the lowest of the compared OMol25 structures with the same formula, charge and spin (kcal/mol): 19.1

=====

# 6
Molecular formula: CH4S3Si
Method: DFT, ωB97M-V with the def2-TZVPD basis set

```
9
Properties=species:S:1:pos:R:3:nbo_charge:R:1
S -1.04 0.63 1.23 -0.606
S 1.82 0.21 -1.08 0.269
S 2.69 2.14 1.16 0.328
Si -1.91 -0.95 0.15 0.696
C 1.83 1.18 0.28 -0.330
H -3.42 -0.99 0.00 -0.159
H -1.77 -2.19 1.03 -0.169
H 3.03 0.79 -1.59 0.144
H -1.23 -0.82 -1.18 -0.172
```

Properties
HOMO-LUMO gap (alpha / beta) (hartree): 0.20560 / 0.20554
HOMO (alpha / beta) (eV): -8.15 / -8.15
LUMO level (alpha / beta) (eV): -2.6 / -2.6
E_tot (eV): -41481.6114
Energy above the lowest of the compared OMol25 structures with the same formula, charge and spin (kcal/mol): 69.1

=====

# 7
Molecular formula: CH4S4
Method: DFT, ωB97M-V with the def2-TZVPD basis set

```
9
Properties=species:S:1:pos:R:3:nbo_charge:R:1
S -2.14 1.94 0.42 -0.386
S -2.25 0.05 0.52 0.291
S -0.36 -0.92 1.28 -0.084
S 0.67 -1.51 -0.41 0.128
C 1.62 -0.01 -0.83 -0.780
H -2.82 -0.41 1.79 0.107
H 2.65 -0.35 -0.66 0.231
H 1.56 0.40 -1.85 0.234
H 1.08 0.81 -0.26 0.258
```

Properties
HOMO-LUMO gap (hartree): 0.29046
HOMO (eV): -8.56
LUMO level (eV): -0.7
E_tot (eV): -44441.5614
Energy above the lowest of the compared OMol25 structures with the same formula, charge and spin (kcal/mol): 17.3

=====

# 8
Molecular formula: CH4SSi
Method: DFT, ωB97M-V with the def2-TZVPD basis set

```
7
Properties=species:S:1:pos:R:3:nbo_charge:R:1
S 3.62 0.44 -0.05 -0.607
Si 1.74 -0.30 0.06 1.110
C -0.23 0.12 -0.06 -1.032
H -0.91 -0.48 0.44 0.245
H 1.85 -1.79 0.56 -0.198
H -0.18 1.06 0.32 0.229
H -0.49 0.35 -1.13 0.254
```

Properties
HOMO-LUMO gap (hartree): 0.31072
HOMO (eV): -8.94
LUMO level (eV): -0.5
SMILES: C[SiH]=S
E_tot (eV): -19813.8162
Energy above the lowest of the compared OMol25 structures with the same formula, charge and spin (kcal/mol): 3.5

=====

# 9
Molecular formula: CH4Se
Method: DFT, ωB97M-V with the def2-TZVPD basis set

```
6
Properties=species:S:1:pos:R:3:nbo_charge:R:1
Se 2.71 0.07 0.07 -0.067
C -1.10 0.04 -0.25 -0.502
H -0.82 0.28 0.80 0.179
H 2.11 1.30 -0.74 0.061
H -0.36 0.34 -0.96 0.150
H -2.08 -0.23 -0.66 0.178
```

Properties
HOMO-LUMO gap (alpha / beta) (hartree): 0.35267 / 0.24727
HOMO (alpha / beta) (eV): -9.60 / -9.07
LUMO level (alpha / beta) (eV): 0.0 / -2.3
E_tot (eV): -66444.4368
Energy above the lowest of the compared OMol25 structures with the same formula, charge and spin (kcal/mol): 68.1

=====

# 10
Molecular formula: CH5BO3
Method: DFT, ωB97M-V with the def2-TZVPD basis set

```
10
Properties=species:S:1:pos:R:3:nbo_charge:R:1
O -0.70 -1.96 0.05 -0.875
O -0.59 0.21 0.53 -0.715
O 0.85 -0.67 -1.27 -0.891
C -0.05 1.53 0.73 -0.252
B -0.09 -0.80 -0.24 1.239
H -0.62 2.33 0.15 0.167
H 0.95 1.68 0.39 0.192
H 1.04 -1.49 -1.59 0.470
H -0.40 1.84 1.68 0.195
H -0.38 -2.67 -0.42 0.471
```

Properties
HOMO-LUMO gap (hartree): 0.39869
HOMO (eV): -10.51
LUMO level (eV): 0.3
SMILES: COB(O)O
E_tot (eV): -7939.8684
Energy above the lowest of the compared OMol25 structures with the same formula, charge and spin (kcal/mol): 8.0

=====

# 11
Molecular formula: CH5BO4
Method: DFT, ωB97M-V with the def2-TZVPD basis set

```
11
Properties=species:S:1:pos:R:3:nbo_charge:R:1
O -1.15 -1.11 1.02 -0.909
O 1.23 -0.44 1.38 -0.896
O 0.04 1.82 -0.50 -0.727
O -0.60 -0.07 -1.70 -0.724
C 0.16 0.41 -0.67 0.095
B 0.05 -0.51 0.67 1.090
H -1.40 -1.44 1.91 0.506
H -0.23 0.22 -2.59 0.475
H 1.31 0.14 -1.02 0.125
H 1.49 -1.05 2.02 0.494
H -0.91 2.02 -0.54 0.472
```

Properties
HOMO-LUMO gap (hartree): 0.36788
HOMO (eV): -9.72
LUMO level (eV): 0.3
SMILES: OB(O)C(O)O
E_tot (eV): -9986.0939
Energy above the lowest of the compared OMol25 structures with the same formula, charge and spin (kcal/mol): 4.2

=====

# 12
Molecular formula: CH5BS
Method: DFT, ωB97M-V with the def2-TZVPD basis set

```
8
Properties=species:S:1:pos:R:3:nbo_charge:R:1
S 2.19 0.17 -0.02 -0.191
C -0.71 0.71 -0.06 -1.013
B 0.47 -0.35 0.01 0.370
H -0.35 1.70 -0.28 0.230
H 2.80 -1.00 -0.28 0.160
H -0.03 -1.73 0.67 -0.069
H -1.57 0.34 -0.52 0.254
H -1.03 0.65 0.97 0.258
```

Properties
HOMO-LUMO gap (hartree): 0.38218
HOMO (eV): -9.85
LUMO level (eV): 0.6
E_tot (eV): -12628.6453
Energy above the lowest of the compared OMol25 structures with the same formula, charge and spin (kcal/mol): 25.4